{"formula": "C25H25Cl2N5O3RuS2", "method": "wB97M-V/def2-TZVPD", "homo_lumo_gap_ev": [5.633, 4.343], "homo_ev": [-7.856, -10.088], "lumo_ha": [-0.08170, -0.21112], "charge": 1, "spin_multiplicity": 6, "symbols": ["Ru", "N", "C", "S", "N", "N", "C", "C", "C", "C", "C", "C", "N", "H", "H", "H", "H", "H", "H", "H", "Cl", "C", "C", "C", "C", "C", "Cl", "C", "N", "C", "C", "C", "C", "C", "C", "C", "C", "O", "O", "H", "H", "H", "H", "H", "H", "H", "H", "H", "H", "O", "S", "C", "C", "C", "C", "H", "H", "H", "H", "H", "H", "H", "H"], "xyz": [[-1.88, 0.40, 0.27], [-3.52, 3.92, 2.22], [-3.10, 2.70, 1.80], [-2.17, 2.68, 0.29], [-3.41, 1.64, 2.48], [-2.94, 0.49, 1.90], [-3.25, -0.71, 2.44], [-2.70, -1.85, 1.86], [-2.94, -3.17, 2.31], [-2.36, -4.22, 1.66], [-1.53, -3.99, 0.54], [-1.33, -2.69, 0.14], [-1.88, -1.64, 0.76], [-3.12, 4.75, 1.80], [-3.93, 4.00, 3.13], [-3.92, -0.75, 3.30], [-3.58, -3.33, 3.17], [-2.54, -5.23, 2.00], [-1.08, -4.80, 0.00], [-0.71, -2.44, -0.72], [3.49, -2.96, -0.04], [3.82, -2.29, 1.52], [4.21, -3.15, 2.54], [4.37, -2.66, 3.83], [4.12, -1.33, 4.12], [3.74, -0.48, 3.10], [3.43, 1.19, 3.43], [3.62, -0.93, 1.78], [3.18, -0.01, 0.80], [3.75, 0.22, -0.39], [5.02, -0.32, -0.72], [5.53, -0.15, -1.98], [4.79, 0.57, -2.93], [3.57, 1.15, -2.60], [3.04, 1.04, -1.34], [1.80, 1.79, -0.95], [0.65, 0.92, -0.47], [0.67, 0.55, 0.73], [-0.30, 0.65, -1.25], [4.36, -4.19, 2.32], [4.67, -3.34, 4.62], [4.22, -0.95, 5.12], [2.23, 0.38, 0.99], [5.57, -0.87, 0.04], [6.49, -0.56, -2.24], [5.19, 0.69, -3.93], [3.05, 1.74, -3.34], [1.48, 2.40, -1.80], [2.04, 2.47, -0.12], [-3.60, -0.29, -1.09], [-4.10, 0.13, -2.47], [-2.67, 0.66, -3.46], [-2.68, 2.18, -3.53], [-4.14, 2.60, -3.47], [-4.74, 1.82, -2.31], [-2.77, 0.19, -4.44], [-1.80, 0.24, -2.96], [-2.19, 2.53, -4.44], [-2.13, 2.59, -2.68], [-4.65, 2.35, -4.40], [-4.27, 3.68, -3.31], [-5.82, 1.79, -2.26], [-4.34, 2.17, -1.35]]}

=====

{"formula": "C25H25Cl3I2N4O4S4Tl", "method": "wB97M-V/def2-TZVPD", "homo_lumo_gap_ev": 7.910, "homo_ev": -10.321, "lumo_ha": -0.08861, "charge": 1, "symbols": ["Tl", "C", "C", "N", "N", "C", "N", "S", "C", "C", "C", "C", "C", "N", "H", "H", "H", "H", "H", "H", "H", "H", "H", "H", "I", "C", "I", "H", "H", "O", "S", "C", "C", "C", "C", "C", "C", "C", "C", "C", "C", "C", "C", "H", "H", "H", "H", "H", "H", "H", "H", "H", "H", "C", "O", "C", "S", "S", "H", "H", "H", "Cl", "C", "Cl", "Cl", "C", "O", "O"], "xyz": [[-0.88, -0.72, 2.01], [-0.81, -3.55, -2.36], [-0.77, -3.37, -0.87], [-1.61, -2.64, -0.24], [-2.57, -1.97, -0.90], [-3.55, -1.26, -0.25], [-4.37, -0.58, -1.06], [-3.82, -1.33, 1.39], [0.30, -3.99, -0.05], [1.31, -4.77, -0.62], [2.29, -5.31, 0.20], [2.24, -5.07, 1.56], [1.23, -4.26, 2.04], [0.29, -3.73, 1.26], [-1.84, -3.59, -2.72], [-0.32, -4.46, -2.66], [-0.30, -2.70, -2.84], [-2.58, -1.95, -1.91], [-4.17, -0.44, -2.04], [-5.09, -0.01, -0.64], [1.35, -4.95, -1.68], [3.07, -5.93, -0.23], [2.98, -5.49, 2.23], [1.16, -4.02, 3.09], [-1.85, 1.59, 4.51], [-2.61, -0.10, 5.57], [-1.80, -2.01, 5.04], [-3.67, -0.14, 5.40], [-2.38, 0.06, 6.62], [-1.61, 1.17, 0.14], [-0.93, 1.45, -1.15], [-2.04, 2.55, -2.06], [-2.77, 3.53, -1.40], [-3.64, 4.31, -2.13], [-3.78, 4.11, -3.50], [-3.05, 3.13, -4.15], [-2.17, 2.34, -3.42], [0.34, 2.68, -0.78], [1.15, 3.14, -1.81], [2.19, 4.01, -1.52], [2.41, 4.40, -0.20], [1.60, 3.92, 0.82], [0.56, 3.05, 0.53], [-2.64, 3.67, -0.34], [-4.21, 5.09, -1.64], [-4.47, 4.73, -4.07], [-3.16, 2.97, -5.21], [-1.57, 1.58, -3.91], [0.96, 2.84, -2.83], [2.82, 4.38, -2.31], [3.22, 5.08, 0.02], [1.78, 4.23, 1.84], [-0.07, 2.66, 1.32], [3.75, -0.55, -2.39], [3.99, -0.16, -1.04], [2.99, -0.16, -0.18], [3.64, 0.37, 1.37], [1.43, -0.51, -0.49], [4.70, -0.47, -2.90], [3.01, 0.10, -2.86], [3.39, -1.58, -2.42], [3.09, -0.68, 6.11], [3.49, -0.21, 4.46], [4.11, 1.46, 4.43], [4.69, -1.34, 3.82], [2.20, -0.21, 3.61], [1.13, -0.36, 4.12], [2.27, 0.00, 2.28]]}

=====

{"formula": "C25H25Cl48FO3", "method": "wB97M-V/def2-TZVPD", "homo_lumo_gap_ev": 9.706, "homo_ev": -9.940, "lumo_ha": -0.00863, "symbols": ["C", "C", "C", "C", "C", "C", "C", "C", "C", "C", "C", "O", "C", "O", "C", "O", "F", "H", "H", "H", "H", "H", "H", "H", "H", "H", "H", "H", "H", "H", "H", "H", "H", "H", "H", "H", "H", "H", "H", "H", "H", "H", "C", "Cl", "Cl", "Cl", "Cl", "C", "Cl", "Cl", "Cl", "Cl", "C", "Cl", "Cl", "Cl", "Cl", "C", "Cl", "Cl", "Cl", "Cl", "C", "Cl", "Cl", "Cl", "Cl", "C", "Cl", "Cl", "Cl", "Cl", "C", "Cl", "Cl", "Cl", "Cl", "C", "Cl", "Cl", "Cl", "Cl", "C", "Cl", "Cl", "Cl", "Cl", "C", "Cl", "Cl", "Cl", "Cl", "C", "Cl", "Cl", "Cl", "Cl", "C", "Cl", "Cl", "Cl", "Cl"], "xyz": [[0.54, 3.62, 1.13], [0.90, 2.80, -0.28], [0.67, 3.71, -1.62], [-0.88, 3.80, -2.15], [-1.84, 2.54, -1.75], [-2.65, 2.72, -0.33], [-3.90, 1.63, -0.26], [-3.34, 0.08, -0.44], [-2.31, -0.39, 0.76], [-1.75, -1.93, 0.58], [-0.96, -2.18, -0.84], [-0.50, -3.58, -1.02], [-0.60, -3.90, -2.48], [-3.08, 4.10, -0.03], [-3.41, 4.23, 1.40], [-2.48, 4.41, 2.38], [-4.83, 4.14, 1.88], [-0.26, 3.05, 1.80], [1.52, 3.66, 1.81], [0.25, 4.75, 0.92], [0.41, 1.73, -0.31], [2.08, 2.61, -0.20], [0.99, 4.82, -1.32], [1.43, 3.41, -2.49], [-1.38, 4.85, -1.87], [-0.82, 3.81, -3.34], [-2.63, 2.41, -2.62], [-1.21, 1.53, -1.75], [-1.91, 2.40, 0.53], [-4.43, 1.70, 0.78], [-4.68, 1.79, -1.13], [-2.79, -0.07, -1.47], [-4.30, -0.63, -0.45], [-2.91, -0.36, 1.78], [-1.36, 0.29, 0.87], [-0.96, -2.15, 1.44], [-2.60, -2.75, 0.72], [-0.03, -1.47, -0.87], [-1.67, -1.96, -1.76], [0.10, -4.81, -2.75], [-1.75, -4.10, -2.73], [-0.22, -2.98, -3.12], [-5.13, -4.59, 1.18], [-4.42, -5.26, 2.67], [-4.09, -5.00, -0.21], [-6.75, -5.28, 0.93], [-5.25, -2.82, 1.33], [3.28, -6.05, -1.69], [4.84, -5.68, -0.91], [3.26, -7.76, -2.20], [1.95, -5.76, -0.54], [3.06, -5.01, -3.12], [-0.43, 4.95, 5.35], [-1.51, 6.14, 4.58], [1.27, 5.47, 5.15], [-0.81, 4.84, 7.09], [-0.66, 3.36, 4.59], [3.02, 0.90, -4.14], [3.66, -0.06, -5.49], [1.76, -0.03, -3.28], [4.34, 1.30, -3.01], [2.31, 2.41, -4.77], [-8.65, -0.30, 1.40], [-8.02, -1.97, 1.37], [-9.14, 0.12, 3.06], [-7.39, 0.83, 0.85], [-10.06, -0.18, 0.31], [5.28, 3.45, 0.67], [5.92, 2.48, -0.68], [4.03, 2.52, 1.52], [6.60, 3.85, 1.80], [4.57, 4.96, 0.03], [0.52, 1.06, 8.54], [2.08, 1.43, 9.32], [0.50, -0.65, 8.03], [-0.81, 1.35, 9.69], [0.30, 2.10, 7.11], [-4.29, 2.06, 7.49], [-5.69, 2.12, 6.39], [-4.04, 0.39, 8.04], [-2.83, 2.63, 6.63], [-4.59, 3.11, 8.90], [7.08, -0.10, 2.01], [5.68, -0.04, 0.91], [7.33, -1.78, 2.56], [8.53, 0.47, 1.15], [6.77, 0.95, 3.42], [5.08, -11.35, -3.51], [6.64, -10.98, -2.73], [5.06, -13.06, -4.01], [3.76, -11.06, -2.35], [4.86, -10.31, -4.93], [0.10, -3.42, -6.81], [1.39, -3.46, -8.04], [-1.48, -3.23, -7.61], [0.12, -4.95, -5.89], [0.38, -2.06, -5.70], [6.05, 3.93, -6.37], [5.22, 4.79, -7.68], [5.13, 2.46, -5.95], [7.69, 3.47, -6.90], [6.17, 4.99, -4.94]]}

=====

{"formula": "C25H25ClGeN2O4Sc", "method": "wB97M-V/def2-TZVPD", "homo_lumo_gap_ev": 5.867, "homo_ev": -3.250, "lumo_ha": 0.09615, "charge": -1, "symbols": ["Sc", "C", "C", "N", "O", "C", "C", "N", "O", "H", "H", "H", "H", "H", "H", "H", "Cl", "C", "C", "O", "O", "H", "H", "C", "Ge", "C", "C", "C", "C", "C", "C", "C", "C", "C", "C", "C", "C", "C", "C", "C", "C", "C", "C", "H", "H", "H", "H", "H", "H", "H", "H", "H", "H", "H", "H", "H", "H", "H", "H"], "xyz": [[2.06, 0.89, -0.44], [0.73, 1.44, 4.60], [1.98, 1.29, 3.77], [2.95, 2.11, 3.72], [2.74, 3.24, 4.52], [2.08, 0.08, 2.92], [1.95, -1.28, 3.52], [2.20, 0.28, 1.66], [2.22, -0.76, 0.81], [0.67, 2.42, 5.06], [0.71, 0.68, 5.39], [-0.14, 1.28, 3.96], [3.50, 3.78, 4.30], [1.01, -1.37, 4.07], [2.77, -1.46, 4.23], [1.99, -2.03, 2.74], [5.86, 1.53, -3.86], [5.24, 2.42, -2.46], [4.09, 1.74, -1.74], [3.54, 0.71, -2.18], [3.71, 2.31, -0.67], [4.89, 3.40, -2.80], [6.05, 2.57, -1.75], [0.21, 1.62, -0.83], [-1.06, 0.24, -0.98], [-2.05, -0.33, 0.66], [-1.32, -0.86, 1.73], [-1.94, -1.20, 2.92], [-3.31, -1.02, 3.07], [-4.05, -0.49, 2.03], [-3.42, -0.15, 0.83], [-0.08, -1.41, -1.52], [-0.32, -2.67, -0.99], [0.45, -3.77, -1.36], [1.49, -3.61, -2.27], [1.74, -2.36, -2.82], [0.95, -1.28, -2.45], [-2.50, 0.49, -2.32], [-3.41, -0.52, -2.63], [-4.40, -0.33, -3.59], [-4.50, 0.88, -4.25], [-3.60, 1.90, -3.96], [-2.61, 1.70, -3.01], [-0.23, 2.62, -0.79], [-0.25, -1.00, 1.62], [-1.36, -1.62, 3.73], [-3.80, -1.28, 4.00], [-5.11, -0.34, 2.13], [-4.01, 0.26, 0.02], [-1.11, -2.81, -0.25], [0.25, -4.74, -0.93], [2.10, -4.46, -2.55], [2.55, -2.22, -3.52], [1.14, -0.30, -2.90], [-3.34, -1.48, -2.12], [-5.09, -1.13, -3.82], [-5.27, 1.04, -5.00], [-3.67, 2.85, -4.48], [-1.89, 2.49, -2.79]]}